a) An isolated molecule of C2H5NO2, computed with ωB97M-V/def2-TZVPD.

Structure (XYZ):
```
10
Properties=species:S:1:pos:R:3:mulliken_charge:R:1
C -0.3970 0.3230 0.9774 -0.206
C -0.2985 0.1166 -0.6095 0.488
H 0.5839 -1.0162 2.2508 0.285
H 1.7956 0.1618 1.2678 0.271
H -1.3598 0.0128 1.4926 0.269
H -0.5928 1.2958 1.0914 0.256
H 0.8921 -1.1035 -0.0049 0.407
N 0.8743 -0.1280 1.6319 -0.709
O 0.6725 -0.6889 -1.0400 -0.497
O -1.0807 0.5523 -1.4261 -0.565
```

Computed properties:
Charge: 0
Orbital gap: 10.049 eV
HOMO level: -9.6 eV

---

b) An isolated molecule of C2H5NO2, computed with ωB97M-V/def2-TZVPD.

Structure (XYZ):
```
10
Properties=species:S:1:pos:R:3:mulliken_charge:R:1
C -0.4366 0.1811 0.1394 0.876
C 0.8890 -0.5610 0.1786 -0.894
N -1.4653 -0.5216 -0.6667 -0.468
O -1.6145 -0.2624 0.7469 -0.361
O -0.3649 1.4950 0.1299 -0.506
H 0.8145 -1.4748 0.8602 0.276
H 1.6905 0.1394 0.4914 0.307
H 1.0693 -0.7700 -0.9351 0.218
H -1.9101 0.2734 -1.2048 0.222
H -1.2160 1.9105 -0.1696 0.329
```

Computed properties:
Charge: 0
Orbital gap: 10.355 eV
HOMO level: -9.7 eV

---

c) A cluster of 2 separate species, C2H5NO2 in total, computed with ωB97M-V/def2-TZVPD.

Structure (XYZ):
```
10
Properties=species:S:1:pos:R:3:mulliken_charge:R:1
C 2.2251 -0.6170 -0.0866 -0.053
C -1.5726 0.4095 0.3785 0.223
N -0.7517 0.9458 -0.4032 -0.660
O 2.4211 0.5430 0.1093 -0.383
O -2.4507 -0.4833 -0.0660 -0.513
H 1.6004 -1.2403 0.5759 0.204
H 2.6520 -1.1555 -0.9491 0.228
H -1.6927 0.5685 1.4566 0.346
H -0.1065 1.6090 0.0080 0.246
H -2.3245 -0.5798 -1.0235 0.361
```

Computed properties:
Charge: 0
Orbital gap: 11.147 eV
HOMO level: -10.2 eV

---

c) is the most stable structure; the next one sits 0.380 eV above it.

---

a) A structure of composition C3H6N3O, computed with ωB97M-V/def2-TZVPD.

Structure (XYZ):
```
13
Properties=species:S:1:pos:R:3:mulliken_charge:R:1
C 1.1553 1.0655 0.1809 0.221
C 2.4644 0.2513 0.0051 0.249
C -1.2610 0.4461 0.0697 -0.773
N 2.0930 -1.0764 0.1199 0.053
N 0.8175 -1.3966 0.2185 -0.376
N 0.1368 0.3178 0.2297 0.031
O 3.5070 0.7630 -0.1911 -0.440
H 1.4067 2.1619 0.3816 0.404
H -1.6141 1.5769 0.1352 0.361
H -1.6938 0.0744 1.0406 0.330
H -1.6384 0.1046 -0.9517 0.321
H 2.7309 -1.9029 0.1022 0.299
H 0.5557 -1.8480 -0.6860 0.319
```

Computed properties:
Charge: +1
Orbital gap (alpha / beta): 8.568 / 8.568 eV
HOMO level (alpha / beta): -14.4 / -14.4 eV

---

b) The ion C3H6N3O with charge +1, computed with ωB97M-V/def2-TZVPD.

Structure (XYZ):
```
13
Properties=species:S:1:pos:R:3:mulliken_charge:R:1
C 0.7258 1.0872 0.5164 0.142
C -0.2547 1.3992 -0.4485 -0.244
C -0.9066 -0.5307 -1.6318 -0.115
N 0.8657 -0.1466 0.9803 0.028
N -1.8647 -1.3874 -1.6980 -0.165
N 1.6888 -0.4454 1.9744 -0.426
O -1.0263 0.6363 -1.1032 -0.156
H 1.3647 1.7907 1.0389 0.443
H -0.3114 2.4061 -0.5689 0.425
H -1.8563 -2.2823 -2.1259 0.264
H -2.8339 -1.2411 -1.3239 0.252
H 1.9710 -1.4212 2.0345 0.289
H 2.4380 0.1351 2.3557 0.264
```

Computed properties:
Charge: +1
Orbital gap (alpha / beta): 6.970 / 6.977 eV
HOMO level (alpha / beta): -12.8 / -12.8 eV

---

a) is the most stable structure; the next one sits 0.128 eV above it.